This record from the OMol25 dataset describes C3H9NS as an isolated structure. The level of theory is wB97M-V/def2-TZVPD.

Positions of all 14 atoms, in Å:
C 0.801 -0.789 0.946
C -0.409 -0.400 0.413
C -0.185 1.030 0.841
H 1.766 -0.175 0.429
H 0.961 -0.486 2.057
H 1.082 -2.116 1.181
H -1.334 -1.055 0.543
H 0.307 -0.119 -2.373
H -0.948 1.782 0.674
H 0.095 0.969 1.844
H 1.449 2.205 0.900
H 0.705 2.142 -0.444
N 0.973 1.430 0.303
S -0.758 -0.763 -1.258

Cartesian forces, eV/Å:
9.081 -7.252 4.232
-2.951 0.472 -1.315
-5.182 0.769 1.490
-2.775 -2.836 1.210
-0.503 -0.612 -1.733
-0.978 3.830 -1.507
0.712 1.265 1.960
-2.021 -1.254 2.891
-0.872 -0.319 0.079
-1.246 0.166 2.097
-0.802 -2.158 -0.667
0.688 -1.518 0.269
4.998 8.300 -3.964
1.851 1.147 -5.043

**Strongest force on any atom**: 12.4 eV Å⁻¹
**Charge**: 0

=====

This record from the OMol25 dataset describes a 2-piece molecular cluster, C3H9NS overall. The level of theory is wB97M-V/def2-TZVPD.

Positions of all 14 atoms, in Å:
C 2.191 0.306 -0.020
N 0.972 -0.373 -0.417
C -0.183 0.393 0.062
C -1.523 -0.213 -0.305
S -2.792 0.701 0.743
H 2.119 0.498 1.070
H 2.498 1.024 -0.785
H 3.031 -0.395 0.010
H 0.922 -1.351 -0.144
H -0.082 0.547 1.153
H -0.093 1.401 -0.401
H -1.823 -0.336 -1.346
H -1.577 -1.254 0.046
H -3.662 -0.949 0.333

Cartesian forces, eV/Å:
1.829 -1.899 -0.398
-0.380 1.232 3.032
-0.701 0.553 -2.535
-0.400 -0.691 1.402
-1.434 -4.591 -1.918
-0.255 1.098 -0.708
-0.475 0.730 0.758
-0.203 -0.294 -0.469
0.014 -0.548 -0.824
0.023 -0.334 -0.136
0.038 -0.358 0.411
0.407 0.925 -0.149
0.399 0.317 0.242
1.139 3.860 1.294

**Strongest force on any atom**: 5.2 eV Å⁻¹
**Spin multiplicity**: 2
**Charge**: +1

=====

This record from the OMol25 dataset describes an isolated ion of composition C3H9NS2 and charge -1. The level of theory is wB97M-V/def2-TZVPD.

Positions of all 15 atoms, in Å:
S 3.441 -0.986 0.838
S 1.772 0.142 -0.220
C 0.708 -1.003 -0.917
C -0.352 0.121 -0.770
C -0.877 0.369 0.694
N -2.324 0.688 0.719
H 4.125 0.059 0.139
H 0.837 -1.440 -1.920
H 0.182 -1.857 -0.428
H -0.115 1.168 -1.119
H -1.256 -0.006 -1.390
H -0.576 -0.574 1.172
H -0.270 1.188 1.052
H -2.784 0.459 1.605
H -2.511 1.671 0.545

Cartesian forces, eV/Å:
2.755 0.384 -0.082
2.673 0.932 0.484
-3.031 0.323 -0.642
-3.738 1.617 -1.559
0.360 -0.471 -1.392
-0.281 -0.557 0.417
-0.462 -1.622 1.145
0.423 0.821 -0.078
0.979 0.392 0.860
0.565 -1.314 -0.105
-0.370 -0.836 0.023
-0.705 0.450 0.666
0.033 -0.023 0.626
0.496 0.089 -0.381
0.302 -0.185 0.019

**Strongest force on any atom**: 4.4 eV Å⁻¹
**Spin multiplicity**: 2
**Charge**: -1

=====

This record from the OMol25 dataset describes a 2-piece molecular cluster, C3H9NS2 overall. The level of theory is wB97M-V/def2-TZVPD.

Positions of all 15 atoms, in Å:
C 1.142 1.750 2.106
C 0.934 1.920 0.788
N 1.752 2.657 -0.037
H 2.125 1.840 2.572
H 0.275 1.554 2.725
H -0.031 1.687 0.369
H 2.632 2.921 0.387
H 1.904 2.359 -0.991
C -0.946 0.182 -1.884
S -1.624 -1.018 -0.356
S 0.154 -2.136 -0.050
H -1.259 -0.545 -2.606
H -1.636 1.043 -1.798
H -0.019 0.558 -1.467
H 0.367 -1.627 1.224

Cartesian forces, eV/Å:
-0.218 -0.241 -0.524
-0.216 0.556 1.243
1.036 -0.037 -0.564
-0.311 0.367 -0.110
0.274 -0.478 0.045
-0.260 -0.052 -0.076
-0.064 -0.009 -0.003
-0.254 -0.124 0.050
-2.594 -0.279 3.661
1.573 0.781 -1.178
-0.887 0.914 1.045
1.198 0.351 -1.072
0.055 -0.546 -0.441
0.601 -0.843 -1.016
0.065 -0.361 -1.060

**Strongest force on any atom**: 4.5 eV Å⁻¹
**SMILES**: C=CN.CSS
**Charge**: 0

=====

This record from the OMol25 dataset describes a 2-piece molecular cluster, C3H9NSi overall. The level of theory is wB97M-V/def2-TZVPD.

Positions of all 14 atoms, in Å:
H 1.445 2.027 0.954
N 0.672 1.803 0.423
Si 0.319 0.358 -0.128
C 1.143 -1.325 -0.688
C -1.348 0.015 -0.756
C -1.968 1.198 -0.908
H 1.941 -1.055 -1.436
H 1.516 -2.024 0.089
H 0.383 -1.750 -1.209
H -1.761 -0.843 -1.231
H -2.907 1.271 -1.399
H -1.572 2.078 -0.448
H 1.153 -0.913 3.670
H 0.983 -0.841 3.068

Cartesian forces, eV/Å:
1.966 0.658 1.052
-1.719 -0.843 -0.896
0.672 -2.268 -0.403
3.119 2.484 1.582
-0.436 2.496 -0.027
-0.247 -1.136 0.363
-0.439 -0.482 0.876
-0.032 0.594 -0.495
-2.256 -1.485 -1.481
-0.066 -0.729 -0.112
-0.777 0.193 -0.511
0.214 0.517 0.052
1.627 -0.695 5.742
-1.626 0.696 -5.743

**Strongest force on any atom**: 6.0 eV Å⁻¹
**SMILES**: [H]/N=[Si](\C)C=C.[H][H]
**Charge**: 0

=====

This record from the OMol25 dataset describes a 2-piece molecular cluster, C3H9O overall. The level of theory is wB97M-V/def2-TZVPD.

Positions of all 13 atoms, in Å:
O -1.269 -1.383 0.873
H -0.397 -1.601 1.225
H -1.911 -1.275 1.586
H 0.974 -1.490 -1.055
C -0.255 1.328 0.293
C -0.087 0.304 -0.695
C 1.140 -0.425 -0.901
H -0.779 0.924 1.165
H 0.699 1.786 0.550
H -0.939 2.130 -0.034
H -0.923 -0.099 -1.255
H 1.870 -0.038 -1.643
H 1.878 -0.161 -0.110

Cartesian forces, eV/Å:
0.296 0.176 -0.600
-0.472 -0.268 0.536
0.303 -0.233 0.098
0.088 0.064 -0.267
0.138 1.716 -0.585
-0.120 -1.310 0.041
1.572 0.837 1.022
0.221 -0.210 -0.059
-0.004 -0.171 0.383
0.008 -0.313 -0.156
-0.354 0.396 -0.024
-0.986 -0.011 -0.774
-0.692 -0.674 0.384

**Strongest force on any atom**: 2.1 eV Å⁻¹
**Charge**: +1

=====

This record from the OMol25 dataset describes a 2-piece molecular cluster, C3H9O2 overall. The level of theory is wB97M-V/def2-TZVPD.

Positions of all 14 atoms, in Å:
C 2.067 -2.196 0.118
O 2.275 -2.166 -1.210
H 2.411 -1.244 0.650
H 1.030 -2.164 0.625
H 2.491 -3.112 0.555
C -0.992 1.327 0.486
O -1.495 2.684 0.342
C -1.067 0.659 -0.877
H 0.045 1.463 0.809
H -1.409 0.652 1.240
H -2.078 2.783 1.077
H -0.999 1.365 -1.704
H -0.310 -0.099 -1.082
H -1.968 0.048 -1.030

Cartesian forces, eV/Å:
-0.092 0.979 0.069
-0.831 0.149 0.104
0.699 -0.588 0.062
-0.338 -0.396 -1.000
0.459 -0.069 0.781
1.564 0.119 -1.123
-0.218 -1.075 0.289
-0.132 -1.085 -0.573
0.050 -0.278 -0.262
-0.724 0.658 0.114
-0.683 0.577 0.640
-0.027 0.258 0.202
0.542 0.179 0.469
-0.269 0.571 0.230

**Strongest force on any atom**: 1.9 eV Å⁻¹
**Charge**: -1

=====

This record from the OMol25 dataset describes a 2-piece molecular cluster, C3H9O2 overall. The level of theory is wB97M-V/def2-TZVPD.

Positions of all 14 atoms, in Å:
C -0.171 0.392 0.854
O 1.071 0.625 0.270
C -1.229 -0.078 -0.203
C -0.890 0.357 -1.620
H -0.487 1.369 1.261
H -0.065 -0.362 1.649
H -2.217 0.147 0.198
H -1.205 -1.188 -0.233
H -1.452 1.289 -1.872
H -1.287 -0.337 -2.371
H 0.130 0.622 -1.860
H 2.639 -1.704 1.444
H 2.242 -0.342 0.939
O 2.922 -0.790 1.545

Cartesian forces, eV/Å:
1.670 0.804 -1.540
-0.156 -0.769 0.299
1.238 -1.537 0.672
-2.027 1.548 -0.949
-0.614 -0.129 0.478
-0.527 -0.004 0.324
-0.346 0.393 -0.521
0.104 0.306 0.228
0.236 -0.235 0.208
0.219 -0.216 0.128
0.417 -0.483 0.658
0.225 -0.124 0.183
-0.242 0.955 0.152
-0.195 -0.509 -0.319

**Strongest force on any atom**: 2.7 eV Å⁻¹
**Charge**: -1

=====

This record from the OMol25 dataset describes a 2-piece molecular cluster, C3H9O2 overall. The level of theory is wB97M-V/def2-TZVPD.

Positions of all 14 atoms, in Å:
C -2.160 0.272 0.726
O -1.492 -0.758 0.081
H -2.773 -0.189 1.485
H -2.712 0.844 -0.040
H -1.394 1.030 1.142
C 1.578 -0.729 -0.065
O 0.762 -1.670 -0.553
C 1.154 0.807 -0.635
H 2.566 -0.835 -0.530
H 1.699 -0.686 1.025
H -0.599 -1.274 -0.232
H 0.775 0.422 -1.579
H 2.051 1.370 -0.928
H 0.546 1.395 0.103

Cartesian forces, eV/Å:
2.693 1.340 -0.671
0.588 -2.660 -1.627
-0.372 0.393 0.402
-0.318 -0.213 0.511
-1.289 -0.927 0.046
1.562 1.534 -0.241
-0.415 0.442 -0.067
0.556 -1.365 0.333
0.070 -0.097 0.098
-0.580 -0.065 0.019
-1.626 1.973 1.688
-1.063 0.989 0.059
0.009 -0.356 0.610
0.185 -0.987 -1.161

**Strongest force on any atom**: 3.2 eV Å⁻¹
**Spin multiplicity**: 2
**Charge**: 0

=====

This record from the OMol25 dataset describes a 2-piece molecular cluster, C3H9O2PS overall. The level of theory is wB97M-V/def2-TZVPD.

Positions of all 16 atoms, in Å:
C 0.405 -0.864 2.499
P -0.954 -0.173 1.391
C -1.042 -1.530 0.168
S 0.171 1.375 0.294
O 1.426 0.483 -0.277
H -0.276 -1.358 3.283
H 1.165 -0.155 2.785
H 1.178 -1.450 1.896
H -0.014 -1.935 -0.310
H -1.675 -1.043 -0.621
H -1.368 -2.366 0.681
H 1.875 0.056 0.483
C -0.158 2.264 -3.065
O -0.111 1.643 -4.077
H 0.090 1.852 -2.084
H -0.713 3.200 -3.047

Cartesian forces, eV/Å:
-0.211 -0.701 -1.220
1.439 0.866 -0.125
2.875 1.695 -2.544
-1.172 -0.790 1.268
1.002 -0.726 0.108
2.089 0.322 -0.777
-0.685 1.031 1.341
-1.786 -0.657 0.721
-2.090 1.470 0.972
0.247 -1.354 0.487
-1.569 -1.694 0.733
-0.154 0.495 -0.630
-1.337 -0.097 0.677
0.618 -0.702 -1.064
0.625 -0.043 -0.043
0.108 0.883 0.096

**Strongest force on any atom**: 4.2 eV Å⁻¹
**SMILES**: CP(C)SO.C=O
**Charge**: 0

=====

This record from the OMol25 dataset describes one molecule with the formula C3H9O2PSi. The level of theory is wB97M-V/def2-TZVPD.

Positions of all 16 atoms, in Å:
C 0.022 -1.657 0.467
Si 0.046 0.199 0.027
C 1.134 1.166 1.268
C 0.712 0.418 -1.750
O -1.409 0.874 0.120
P -3.463 0.525 -0.042
O -3.685 -0.884 -0.002
H -0.949 -2.093 0.256
H 0.763 -2.217 -0.094
H 0.224 -1.815 1.523
H 1.928 1.709 0.766
H 0.537 1.886 1.818
H 1.595 0.498 1.986
H 0.727 1.464 -2.036
H 1.723 0.035 -1.835
H 0.095 -0.110 -2.472

Cartesian forces, eV/Å:
0.000 0.650 -0.087
1.535 -0.627 -0.140
-0.261 -0.432 -0.545
-0.283 -0.141 0.709
-5.445 0.200 -0.255
4.741 1.812 0.318
-0.478 -1.416 0.003
-0.229 -0.059 -0.107
0.191 -0.064 -0.127
0.019 0.018 0.186
0.158 0.107 -0.121
-0.185 0.111 0.063
0.133 -0.172 0.180
-0.012 0.260 0.008
0.249 -0.107 -0.003
-0.135 -0.140 -0.081

**Strongest force on any atom**: 5.5 eV Å⁻¹
**SMILES**: C[Si](C)(C)OP=O
**Charge**: 0

=====

This record from the OMol25 dataset describes a 2-piece molecular cluster, C3H9O2S overall. The level of theory is wB97M-V/def2-TZVPD.

Positions of all 15 atoms, in Å:
C 1.005 -0.162 0.206
O 0.930 -0.032 -1.095
C -0.227 0.419 0.844
C -0.909 1.328 -0.035
S -2.444 2.093 1.083
H 1.142 -1.151 0.797
H 1.877 0.458 0.641
H 0.232 0.867 1.723
H -0.781 -0.441 1.114
H -0.322 2.051 -0.385
H -1.469 0.761 -0.792
H -2.829 0.921 1.293
H 1.316 -1.568 -1.700
H 1.174 -3.073 -1.462
O 1.305 -2.470 -2.232

Cartesian forces, eV/Å:
1.714 1.044 1.422
0.595 -1.764 -1.955
1.648 -0.888 2.123
-5.110 -1.868 1.478
2.269 2.354 -1.717
0.139 0.121 -1.180
-0.162 -0.427 -0.218
-0.896 0.378 0.576
-1.347 -0.498 0.503
1.901 3.157 -1.501
0.487 0.694 0.007
-1.023 -2.678 0.619
-0.413 -0.282 -1.255
0.135 0.407 -1.080
0.064 0.250 2.179

**Strongest force on any atom**: 5.6 eV Å⁻¹
**Charge**: -1

=====

This record from the OMol25 dataset describes a 2-piece molecular cluster, C3H9O2S overall. The level of theory is wB97M-V/def2-TZVPD.

Positions of all 15 atoms, in Å:
C -0.543 0.986 0.831
O -1.632 0.495 0.179
C 0.657 1.205 -0.176
C 1.051 -0.065 -0.915
S 2.169 -1.117 0.083
H -0.148 0.219 1.525
H -0.665 1.998 1.243
H 0.257 1.865 -0.960
H 1.555 1.647 0.272
H 1.663 0.028 -1.812
H 0.138 -0.505 -1.281
H 1.351 -1.726 0.962
H -2.528 -2.305 0.169
H -1.607 -0.820 0.002
O -1.719 -1.905 -0.122

Cartesian forces, eV/Å:
1.246 -0.775 -1.669
-0.109 0.601 -0.032
-0.218 0.090 -0.720
0.204 -0.004 0.455
-0.120 -0.446 0.002
-0.075 0.521 0.763
-0.282 -0.144 0.704
0.093 0.248 0.219
-0.168 0.162 0.147
0.139 0.671 0.005
-0.306 -0.868 0.306
-0.174 0.231 -0.275
-0.529 0.344 0.309
-0.997 -0.061 0.372
1.297 -0.569 -0.586

**Strongest force on any atom**: 2.2 eV Å⁻¹
**Charge**: -1

=====

This record from the OMol25 dataset describes a 2-piece molecular cluster, C3H9O2S overall. The level of theory is wB97M-V/def2-TZVPD.

Positions of all 15 atoms, in Å:
C 0.642 0.936 -0.681
O 1.367 0.444 0.372
C -0.763 0.340 -0.665
C -1.339 0.469 0.849
S -2.101 -0.986 1.676
H 0.852 2.027 -0.795
H 0.841 0.443 -1.676
H -0.849 -0.593 -1.280
H -1.325 1.137 -1.175
H -0.450 0.776 1.285
H -2.048 1.345 0.912
H -0.949 -1.641 1.838
H 1.540 -1.918 -0.770
H 2.340 -0.892 0.208
O 2.243 -1.886 -0.101

Cartesian forces, eV/Å:
0.470 -1.239 -0.326
0.275 0.719 -0.844
-2.251 1.927 0.812
-1.355 -0.339 -2.092
0.384 0.820 -0.512
-0.676 -0.643 -0.014
1.469 0.570 0.588
-0.049 0.579 1.180
-0.278 -0.633 -0.520
1.163 0.268 1.936
0.487 -1.211 -0.146
0.090 -0.112 0.012
0.354 0.257 0.443
-0.526 -2.951 -0.978
0.443 1.986 0.463

**Strongest force on any atom**: 3.2 eV Å⁻¹
**Spin multiplicity**: 2
**Charge**: 0

=====

This record from the OMol25 dataset describes C3H9O3 as an isolated structure. The level of theory is wB97M-V/def2-TZVPD.

Positions of all 15 atoms, in Å:
C 0.002 -0.541 0.736
O -1.024 0.314 0.270
C 1.270 0.344 0.800
C 1.347 1.062 -0.549
O 0.266 0.742 -1.318
H -0.153 -1.126 1.640
H 0.211 -1.251 -0.080
H 2.066 -0.386 1.045
H 1.215 1.001 1.667
H 1.389 2.152 -0.305
H 2.309 0.913 -1.113
H -0.358 0.582 -0.730
H -2.160 -0.988 -0.419
H -3.562 -1.152 -0.955
O -2.817 -1.666 -0.688

Cartesian forces, eV/Å:
-0.222 1.466 -1.267
-2.925 -2.426 4.703
0.055 -1.901 0.948
1.633 1.290 0.189
8.619 2.392 -9.504
-0.324 0.086 0.486
0.119 -0.511 0.194
0.363 0.467 -0.426
-0.156 0.323 -0.110
-0.147 -0.141 -0.210
-0.623 -0.344 0.439
-6.499 -0.945 4.359
0.395 0.544 0.410
-0.713 0.514 -0.252
0.424 -0.815 0.041

**Strongest force on any atom**: 13.1 eV Å⁻¹
**Charge**: -1

=====

This record from the OMol25 dataset describes a 2-piece molecular cluster, C3H9O3 overall. The level of theory is wB97M-V/def2-TZVPD.

Positions of all 15 atoms, in Å:
C 0.086 0.934 1.107
O -0.554 -0.031 1.740
C 0.486 0.604 -0.444
C 1.259 -0.649 -0.622
O 0.779 -1.363 -1.789
H -0.375 1.948 1.173
H 1.122 1.120 1.594
H 1.103 1.483 -0.677
H -0.469 0.599 -1.000
H 2.327 -0.533 -0.857
H 1.231 -1.273 0.287
H -0.159 -1.542 -1.696
H -2.588 0.072 -0.093
H -1.654 -0.599 0.864
O -2.595 -0.769 0.414

Cartesian forces, eV/Å:
2.344 -0.260 -0.363
-0.650 -0.837 0.003
-0.715 2.248 2.120
0.154 -1.310 -0.482
0.471 -0.396 0.009
-0.213 -0.012 -0.522
-0.551 0.022 -0.388
-0.324 -0.058 -0.651
0.573 -0.064 -0.109
-0.262 0.442 0.123
-0.388 0.072 -0.285
-0.153 0.101 0.352
-0.477 -0.795 0.326
-0.722 -0.098 0.702
0.914 0.946 -0.834

**Strongest force on any atom**: 3.2 eV Å⁻¹
**Charge**: -1

=====

This record from the OMol25 dataset describes one molecule with the formula C3H9O3P. The level of theory is wB97M-V/def2-TZVPD.

Positions of all 16 atoms, in Å:
C 1.719 -1.281 -0.317
C 0.037 1.153 1.254
C -1.108 -0.009 -1.119
O -1.674 -0.893 1.530
O -1.772 1.258 -1.362
O 0.558 -1.435 0.478
P -0.658 -0.362 0.640
H 1.623 -1.253 -1.419
H 2.194 -2.286 -0.112
H 2.338 -0.322 0.038
H -0.281 1.235 2.312
H 1.126 1.243 1.248
H -0.297 1.992 0.550
H -0.341 -0.127 -1.807
H -1.880 -0.767 -1.308
H -1.583 1.854 -0.605

Cartesian forces, eV/Å:
2.031 0.190 0.879
0.655 2.135 0.147
-4.198 0.329 0.127
-2.062 -1.845 1.550
0.356 -1.733 -0.116
-1.460 0.566 -0.034
2.735 1.523 -2.177
-0.707 0.291 0.512
0.362 1.526 -0.213
-1.090 -2.304 -0.744
-0.152 0.415 -0.796
0.652 -0.585 0.049
0.167 -1.174 1.657
2.418 -0.079 -0.969
0.297 -0.153 -0.222
-0.005 0.899 0.350

**Strongest force on any atom**: 4.2 eV Å⁻¹
**Spin multiplicity**: 3
**Charge**: 0

=====

Number 1: E -15576.647 eV. Number 2: E -15570.430 eV. Number 3: E -26414.994 eV. Number 4: E -26415.722 eV. Number 5: E -12621.681 eV. Number 6: E -5295.342 eV. Number 7: E -7350.148 eV. Number 8: E -7351.714 eV. Number 9: E -7347.323 eV. Number 10: E -27473.447 eV. Number 11: E -24519.905 eV. Number 12: E -18186.166 eV. Number 13: E -18187.341 eV. Number 14: E -18183.351 eV. Number 15: E -9397.995 eV. Number 16: E -9399.160 eV. Number 17: E -18681.328 eV.